Computed, not measured: a single C20H25NO5S molecule, with ωB97M-V/def2-TZVPD.

The geometry in XYZ format:
```
52
Properties=species:S:1:pos:R:3:forces:R:3:mulliken_charge:R:1
S 3.849 -3.618 0.323 -0.6 0.0 0.0 -0.144
O -4.461 -0.729 -0.601 0.6 -0.3 0.2 -0.558
O -3.739 -0.227 1.947 0.0 -0.1 -0.5 -0.456
O 2.484 2.483 0.946 0.0 -0.1 0.1 -0.391
O 3.630 -1.207 -1.512 0.3 0.0 0.0 -0.664
O -2.315 -1.021 -2.584 0.2 0.1 0.3 -0.407
N 1.965 -0.269 -0.315 -0.1 0.1 0.0 0.591
C 3.132 1.917 -0.194 0.1 -0.3 -0.5 0.345
C -3.416 -0.052 3.305 0.1 0.0 0.2 -0.932
C -0.406 -0.371 0.389 -0.2 0.0 -0.2 0.474
C -3.602 -1.183 -3.138 -0.4 -0.1 -0.2 -0.792
C 2.185 0.997 -0.981 0.5 0.2 0.0 -1.527
C -0.785 -0.641 -0.906 0.0 0.0 0.1 -0.512
C 1.306 -3.285 0.206 0.2 0.3 -0.1 0.121
C 1.045 -0.253 0.796 -0.1 -0.1 0.3 -2.181
C -3.119 -0.587 -0.290 -0.3 0.1 -0.2 0.896
C -5.261 0.423 -0.421 -0.2 0.3 0.0 -0.770
C 2.744 -1.318 -0.678 -0.1 0.1 -0.1 0.640
C 3.587 4.271 -0.082 -0.2 -0.2 0.1 -0.632
C -2.724 -0.335 1.041 0.0 0.0 0.0 0.874
C 1.509 -4.584 0.712 0.1 -0.2 0.1 -0.809
C -1.384 -0.218 1.367 -0.2 0.0 0.2 -0.633
C 2.478 -2.624 -0.040 0.3 -0.6 0.1 -0.140
C 3.629 3.093 -1.052 -0.1 0.0 0.2 -0.828
C 2.826 -4.894 0.840 0.3 0.3 -0.1 -0.413
C 2.397 3.885 0.791 0.0 0.4 0.0 -0.483
C -2.133 -0.748 -1.267 0.0 0.0 0.2 -0.086
H -3.427 -1.475 -4.174 0.0 0.0 0.1 0.287
H 3.451 5.230 -0.576 0.0 0.1 0.0 0.372
H 3.969 1.313 0.177 -0.1 0.1 -0.1 0.355
H -6.251 0.152 -0.783 0.0 0.1 0.0 0.275
H -2.896 0.896 3.476 0.0 -0.1 0.0 0.356
H 1.221 1.492 -1.122 0.0 0.1 0.0 0.375
H 4.620 2.906 -1.456 0.0 0.0 -0.1 0.368
H 1.295 -1.066 1.483 0.0 0.2 -0.1 0.724
H -1.077 -0.018 2.380 0.0 0.0 0.2 0.528
H 2.642 0.778 -1.949 -0.1 0.1 0.1 0.471
H 1.451 4.153 0.295 0.1 0.0 0.1 0.271
H -4.875 1.266 -1.007 0.0 -0.1 0.0 0.310
H -4.171 -0.250 -3.120 0.0 -0.1 0.0 0.267
H -4.168 -1.962 -2.625 0.0 0.1 -0.1 0.302
H 3.261 -5.803 1.207 0.1 -0.2 0.1 0.452
H 2.939 3.263 -1.879 0.0 0.0 -0.1 0.385
H -5.322 0.714 0.629 0.0 0.0 -0.1 0.259
H 1.193 0.692 1.329 -0.1 -0.2 0.0 0.459
H 2.414 4.331 1.787 0.0 0.0 -0.1 0.313
H -0.054 -0.781 -1.686 0.1 0.0 -0.1 0.484
H -2.804 -0.877 3.681 0.0 0.0 0.0 0.350
H -4.369 -0.040 3.832 0.1 0.0 0.0 0.252
H 4.495 4.303 0.521 0.0 0.0 0.0 0.275
H 0.707 -5.254 0.968 -0.1 -0.1 0.0 0.411
H 0.334 -2.869 0.009 -0.2 0.1 0.0 0.517
```
Positions in Å, forces in eV/Å.

Results
Largest force on an atom = 0.01293 hartree/bohr
LUMO level = 0.67 eV
Highest occupied orbital energy = -0.3074 Ha
Electronic energy = -1606.206224 hartree
ΔE to the lowest compared entry with this formula, charge and spin = 2.529 eV